[1]
This record from OMol25 describes a molecular structure, C27H20BrN2O4RuS2 at a distorted geometry. The level of theory is ωB97M-V/def2-TZVPD.

Geometry as XYZ:
```
57
Properties=species:S:1:pos:R:3:forces:R:3
Ru 12.89114 9.66664 5.35177 0.1922 1.0158 -0.2175
O 15.92921 14.30771 5.64966 2.5404 -2.3650 0.0840
C 16.84846 13.30015 5.57464 -1.8589 3.3431 -0.6862
C 18.17560 13.72332 5.43736 1.2834 0.6301 0.6087
C 19.16260 12.79247 5.48486 0.0756 0.9985 -0.3411
C 18.89905 11.44384 5.57240 -0.5608 -1.4069 0.1056
C 17.58090 11.00639 5.46950 -1.4059 -0.4739 -0.5311
C 16.53720 11.93444 5.42343 -0.4098 -1.6374 0.6352
C 15.11082 11.51765 5.30797 0.9305 -3.8346 -1.2806
O 14.86640 10.27518 4.96812 1.1175 1.3056 0.6881
N 14.20476 12.37616 5.48243 -2.7285 1.7460 0.5238
N 12.86195 11.83278 5.32147 3.0224 -1.0871 0.2211
C 11.97605 12.74357 5.25830 -1.4305 0.6666 -0.0125
S 10.33196 12.37649 4.83935 -0.0183 0.8345 0.2726
C 9.68141 13.98378 5.53969 0.0067 -1.2014 -0.6346
C 10.73059 15.02934 5.21022 -0.6148 0.7229 1.0451
S 12.35378 14.38194 5.62124 0.0978 0.3330 0.0108
H 15.06015 13.84055 5.69905 -1.0068 -0.2296 -0.1143
H 18.43088 14.78313 5.39790 -0.3369 -0.2868 -0.0485
H 20.15895 13.09657 5.36908 1.2753 0.4951 0.1130
H 19.67200 10.68712 5.68663 0.0534 0.3501 -0.1306
H 17.38018 9.92464 5.32780 -0.1353 0.9349 0.3144
H 9.53485 13.77410 6.60659 0.0739 0.3885 -0.2145
H 8.70890 14.13396 5.03598 0.5200 0.1581 0.3157
H 10.60022 15.90635 5.88473 0.0208 -0.3966 -0.6698
H 10.70011 15.32994 4.16818 -0.0252 0.0550 -0.0590
C 9.81106 11.73851 9.38897 -0.9235 0.1550 0.3822
C 11.18135 11.54121 9.22795 0.6064 -0.8471 -1.3816
C 11.57811 10.79448 8.13615 -0.9958 0.2656 -0.4233
C 10.64474 10.24854 7.19632 -0.0988 1.0117 1.5307
C 11.02708 9.62927 5.99470 -0.2126 -0.9937 -0.2788
C 10.06822 9.07967 5.14930 0.5560 0.2690 0.5320
C 8.70673 9.37156 5.34468 -0.1916 -0.0191 1.1653
C 8.32237 10.03679 6.52852 0.2999 -0.7854 -2.4221
C 9.26355 10.47189 7.47464 0.3354 -0.9277 -1.7783
C 8.84807 11.22881 8.54376 0.2125 0.9518 1.4907
H 9.49088 12.31075 10.21907 -0.3334 0.6140 0.7471
H 11.95905 11.98312 9.84923 -0.4970 -0.0613 0.1409
H 12.60137 10.71183 7.88055 1.0794 -0.2220 0.0933
H 10.46183 8.39946 4.39813 -0.5307 0.2832 -0.4403
H 8.00498 9.02936 4.58024 -0.0568 0.1762 0.5105
H 7.29310 10.30190 6.66256 -0.4664 -0.0339 0.1525
H 7.77379 11.45062 8.66700 0.7341 -0.1782 0.1293
Br 11.12412 6.14125 10.51000 -0.0040 -0.1315 0.5633
C 12.44867 6.77412 9.35545 -0.1314 0.4188 -1.4604
C 13.52187 7.56225 9.75734 -0.3932 -0.3283 -1.4943
C 14.34076 8.08373 8.73815 0.0432 -0.7814 0.9195
C 14.16221 7.83189 7.38323 -0.1351 0.3591 0.3360
C 13.08032 7.05216 7.00010 -0.5537 -0.4438 1.1873
C 12.23005 6.52122 7.99622 0.9488 0.3090 -0.3368
C 12.80354 6.77694 5.55995 0.2637 1.5853 1.2727
O 12.39211 5.73856 5.18545 -0.4840 -1.1835 -1.1332
O 13.02987 7.87480 4.80914 -0.2394 -1.3255 -0.7324
H 13.66645 7.69038 10.80586 0.4267 0.4013 0.4355
H 15.24606 8.54520 9.04381 0.5893 0.7237 0.2406
H 14.88104 8.21813 6.65383 -0.2099 -0.2090 0.2424
H 11.42271 5.87955 7.70419 -0.3162 -0.1109 -0.1879
```
Positions in Å, forces in eV/Å.

Computed properties:
- LUMO energy (alpha / beta) (eV) = -3.5 / -7.4
- 2S+1 = 5
- orbital gap (alpha / beta) (eV) = 6.789 / 2.941
- largest force on an atom (eV/A) = 4.1
- E (a.u.) = -4916.294200
- HOMO energy (alpha / beta) (eV) = -10.33 / -10.36
- charge = +1

[2]
This record from OMol25 describes a molecular structure, C27H20Cl5F2MgN3Se3. The level of theory is ωB97M-V/def2-TZVPD.

Geometry as XYZ:
```
61
Properties=species:S:1:pos:R:3:forces:R:3
Mg 0.12156 -0.42658 -0.84275 -0.0343 0.0083 -0.0693
C -1.24137 2.64825 4.15134 -0.0041 -0.0181 -0.0077
Se -0.41691 2.84127 2.40048 0.0038 0.0116 0.0004
C 1.40301 2.46757 2.99732 -0.0034 0.0093 -0.0032
C 1.74803 0.99178 3.09546 0.0033 -0.0325 0.0030
Se 2.18389 0.23641 1.34448 0.0223 0.0269 0.0159
C 2.96217 -1.40865 2.01863 -0.0069 -0.0043 -0.0062
H -0.87597 3.41798 4.82737 0.0027 0.0042 -0.0034
H -1.04596 1.65795 4.55832 -0.0008 0.0003 0.0097
H -2.31414 2.76572 4.01199 -0.0038 -0.0005 0.0023
H 1.50528 2.94232 3.97365 -0.0014 0.0061 -0.0038
H 2.07416 2.98722 2.31352 -0.0002 0.0007 -0.0026
H 0.93598 0.41761 3.54327 0.0035 0.0033 0.0016
H 2.64685 0.85616 3.70000 -0.0027 0.0030 0.0049
H 3.82024 -1.17283 2.64343 -0.0004 0.0009 -0.0006
H 3.28646 -1.99097 1.15975 -0.0002 0.0025 0.0065
H 2.22702 -1.97561 2.58657 0.0028 -0.0015 -0.0010
Cl -1.37503 -3.62118 -0.06981 -0.0077 -0.0072 -0.0080
C 0.32031 -3.65177 -0.51735 0.0178 -0.0119 -0.0002
C 0.93023 -2.45799 -0.87058 -0.0009 -0.0021 0.0155
C 2.25585 -2.57995 -1.26287 -0.0034 -0.0132 -0.0104
Cl 3.08056 -1.11165 -1.75082 0.0023 -0.0014 -0.0047
C 2.96439 -3.77675 -1.28454 -0.0066 0.0128 -0.0048
Cl 4.61540 -3.83426 -1.77101 -0.0001 -0.0007 0.0048
C 2.30881 -4.94340 -0.89276 0.0098 0.0000 0.0049
Cl 3.14946 -6.44459 -0.88742 -0.0022 -0.0024 -0.0023
C 0.97075 -4.88592 -0.50931 -0.0091 -0.0010 0.0038
Cl 0.15536 -6.32785 -0.03431 -0.0024 0.0048 -0.0039
F 1.13309 5.05503 -0.64230 -0.0050 -0.0036 -0.0001
C 0.49681 4.02178 -1.23084 -0.0009 0.0033 -0.0054
C 0.83853 2.72872 -0.88921 0.0020 0.0098 0.0025
C 0.20420 1.63626 -1.47866 -0.0052 -0.0368 0.0085
C -0.77584 1.90409 -2.46254 -0.0084 0.0089 0.0094
C -1.10815 3.22784 -2.74765 0.0050 -0.0015 -0.0030
F -2.09875 3.52473 -3.62739 0.0010 0.0048 -0.0007
C -0.49356 4.30670 -2.14890 0.0017 -0.0081 0.0042
C -1.41321 0.74934 -3.15579 0.0017 0.0048 -0.0113
C -2.07411 0.83128 -4.38358 -0.0023 -0.0003 0.0080
C -2.60015 -0.31295 -4.95315 0.0003 0.0012 -0.0024
C -2.46539 -1.53033 -4.30388 0.0029 -0.0044 0.0026
C -1.78636 -1.54218 -3.10244 0.0018 -0.0070 0.0029
N -1.27846 -0.44236 -2.54452 0.0328 0.0058 0.0369
H 1.62456 2.59840 -0.15180 0.0011 -0.0027 0.0007
H -0.77691 5.31979 -2.39301 -0.0008 0.0000 -0.0012
H -2.16039 1.77733 -4.89033 -0.0008 0.0002 -0.0011
H -3.10777 -0.25309 -5.90742 0.0001 0.0001 -0.0001
H -2.86112 -2.44667 -4.71737 0.0000 0.0003 -0.0004
H -1.63321 -2.46362 -2.55358 -0.0027 0.0047 -0.0023
Se -2.75871 0.97007 0.27346 0.0359 -0.0263 0.0014
N -1.47879 -0.21487 0.62412 -0.0387 0.0454 -0.0007
C -1.64437 -0.62270 1.87000 0.0226 -0.0089 -0.0042
C -0.81122 -1.57270 2.53873 0.0116 0.0043 0.0049
C -1.10970 -1.90302 3.81703 -0.0062 0.0028 -0.0038
C -2.23416 -1.33154 4.50602 -0.0004 0.0027 0.0012
C -3.04970 -0.43277 3.90828 -0.0070 -0.0052 0.0040
C -2.77255 -0.04722 2.55790 -0.0194 -0.0087 -0.0248
N -3.49522 0.81305 1.86102 -0.0011 0.0093 0.0307
H 0.02116 -2.01113 2.00477 -0.0053 0.0034 0.0017
H -0.49720 -2.62668 4.33978 0.0000 -0.0004 -0.0002
H -2.42810 -1.64056 5.52479 0.0045 0.0018 0.0013
H -3.90309 -0.00050 4.41241 0.0017 0.0026 -0.0002
```
Positions in Å, forces in eV/Å.

Computed properties:
- LUMO energy (eV) = -1.3
- orbital gap (eV) = 7.184
- largest force on an atom (eV/A) = 0.1
- E (a.u.) = -11110.271093
- HOMO energy (eV) = -8.44

[3]
This record from OMol25 describes 6 unconnected molecules or ions with the total composition C27H20F44O8 at a distorted geometry. The level of theory is ωB97M-V/def2-TZVPD.

Geometry as XYZ:
```
99
Properties=species:S:1:pos:R:3:forces:R:3
F -3.80865 1.86508 2.24122 0.0995 -0.0515 -0.0872
C -2.54233 1.91813 2.69862 -0.1155 0.5685 0.3312
F -2.13713 3.20582 2.57252 0.2609 -0.1706 -0.0739
C -1.60188 0.99851 1.91687 -0.1488 -0.3763 -0.8126
F -1.51528 1.38915 0.62704 -0.0734 0.1465 0.1024
F -0.35270 1.15998 2.45036 -0.1514 0.0182 0.3517
C -1.90890 -0.51242 1.96410 0.6111 -0.6841 0.1291
O -2.61447 -1.07376 0.85496 -0.8877 0.8881 0.1996
C -4.00985 -0.99300 0.89585 1.0572 -0.4995 0.7853
F -4.40940 -0.55779 2.10283 -0.4674 0.0450 -0.2189
F -4.46937 -2.26262 0.79032 -0.1824 0.0236 -0.3549
C -4.57439 -0.15939 -0.25505 -0.1491 0.2954 -0.6621
F -4.09856 1.10078 -0.22552 0.1146 -0.1296 0.1384
F -5.92386 -0.07330 -0.16645 0.0339 -0.2593 0.2199
H -2.54134 1.66908 3.75870 0.0115 -0.1980 -0.0898
H -0.93909 -1.01065 1.93163 0.0225 0.1513 -0.1585
H -2.34596 -0.81411 2.91584 -0.1455 0.2386 -0.0389
H -4.31398 -0.59858 -1.21894 0.0786 -0.1934 0.1361
F 3.50241 6.11635 0.31633 0.1194 -0.0980 0.0069
C 4.78600 5.73743 0.17478 0.1610 0.5072 -0.4871
F 5.09368 5.87083 -1.13938 0.1194 -0.2091 0.0865
C 5.01020 4.28974 0.61193 -0.4849 -0.4946 0.2518
F 4.30890 3.43593 -0.17369 -0.1919 0.5421 0.1047
F 6.32754 4.00329 0.40298 0.0693 0.3065 0.0571
C 4.71612 3.97053 2.08929 0.3663 -0.4183 0.5889
O 3.45484 3.38253 2.38288 -0.4028 0.5767 -0.6494
C 2.35908 4.21886 2.57179 1.1130 -0.1424 0.6540
F 2.76409 5.50100 2.63601 -0.4304 0.0894 -0.0225
F 1.86526 3.91790 3.79476 -0.4576 0.0088 -0.8790
C 1.26742 3.99431 1.52521 -0.5253 -0.1966 -0.4322
F 1.73612 4.22387 0.28080 0.1133 -0.0289 0.1535
F 0.24150 4.84979 1.73504 0.1651 0.0449 0.2471
H 5.42344 6.42180 0.74215 0.0250 -0.1105 0.0867
H 5.43526 3.20110 2.37346 -0.0606 -0.0698 -0.1889
H 4.93425 4.81388 2.74549 -0.1366 0.1662 -0.2285
H 0.89162 2.97084 1.56912 0.0962 -0.0001 0.1505
F -2.64724 0.20619 -5.25965 -0.0068 0.1252 -0.0571
C -2.20591 1.18531 -6.07527 0.6879 -0.1903 -0.0447
F -0.98806 1.56097 -5.61525 -0.1326 0.1869 -0.0746
C -3.14763 2.38985 -6.08872 -0.5377 0.3330 0.4867
F -3.20990 2.96134 -4.86636 0.1106 -0.1765 0.0113
F -2.59578 3.32131 -6.91748 0.1014 -0.2990 -0.2358
C -4.57762 2.13460 -6.59993 -0.4443 0.3625 -0.5528
O -5.58890 1.93568 -5.61740 0.6265 -0.5970 0.5220
C -5.77377 0.65688 -5.10928 -0.1610 0.5051 -1.2181
F -5.05418 -0.23796 -5.81030 -0.1142 -0.2399 0.3267
F -7.07214 0.34791 -5.31661 -0.0210 -0.0743 0.3790
C -5.48825 0.59125 -3.60912 0.0115 0.1417 0.6866
F -4.21768 0.95036 -3.33388 -0.0741 0.0035 -0.1465
F -5.64927 -0.67498 -3.14885 -0.1422 -0.0710 -0.3100
H -2.07511 0.77713 -7.08164 -0.1117 0.0596 -0.0278
H -4.87926 3.05367 -7.10291 0.0875 0.0756 0.1804
H -4.60904 1.36791 -7.37493 0.1815 -0.1478 0.1928
H -6.15669 1.25284 -3.05374 -0.1089 0.0046 -0.1664
F 5.68007 -2.26809 -1.24790 0.1467 -0.0007 0.0200
C 6.94016 -2.73622 -1.16421 -0.1712 -0.6271 0.1943
F 7.00197 -3.50169 -0.04569 0.2077 0.1200 -0.0238
C 7.96878 -1.60845 -1.07573 0.0043 0.7679 0.2131
F 7.79337 -0.88919 0.05472 -0.1340 -0.1487 -0.0056
F 9.19690 -2.19323 -0.96848 -0.1199 -0.2690 -0.2451
C 8.03860 -0.64975 -2.27884 0.5766 0.2905 -0.4622
O 7.35064 0.58924 -2.15914 -0.7490 -0.4922 0.4029
C 5.99802 0.62974 -2.48309 0.9577 -0.2753 -0.6613
F 5.61970 -0.52784 -3.05900 -0.3340 0.1628 0.0388
F 5.86167 1.58610 -3.42649 -0.2329 0.1429 0.2174
C 5.13190 0.99928 -1.27964 -0.2569 -0.0142 0.3932
F 5.28027 0.10266 -0.27752 0.1080 0.0040 -0.1201
F 3.82294 1.00125 -1.62107 0.1284 0.0025 -0.2676
H 7.13725 -3.38114 -2.02546 0.0763 0.0946 -0.0403
H 9.08634 -0.35966 -2.36328 -0.0286 0.0091 0.2097
H 7.80985 -1.15096 -3.22015 -0.2248 -0.1281 0.1649
H 5.39676 1.97731 -0.90058 0.2454 -0.0251 -0.2376
F -2.45826 -5.85280 -0.33037 -0.0048 -0.0236 0.1599
C -2.17790 -5.10366 0.75447 0.3745 0.5796 -0.4248
F -0.85581 -4.80389 0.68653 -0.0310 -0.0518 0.2998
C -2.48346 -5.83756 2.05928 -0.0534 -0.7948 0.1947
F -1.70235 -6.93266 2.18756 0.0509 0.0976 -0.1556
F -2.13830 -5.00071 3.08154 -0.1388 0.2975 -0.2089
C -3.95251 -6.23776 2.28960 -0.5298 0.1274 0.5986
O -4.31275 -7.58096 1.98547 0.5497 0.0613 -0.8278
C -4.66052 -7.89327 0.67646 -0.5397 0.7740 0.8975
F -4.77997 -6.77344 -0.05862 -0.0050 -0.2818 -0.2903
F -5.89244 -8.44566 0.73176 0.1404 -0.2930 -0.1719
C -3.69756 -8.90444 0.05296 0.3877 -0.4723 -0.2307
F -2.43753 -8.42581 0.03043 -0.1362 0.0421 0.1020
F -4.05425 -9.16021 -1.22724 -0.2290 0.1093 0.0955
H -2.73662 -4.16559 0.68909 -0.0836 -0.0518 0.1179
H -4.11304 -6.16186 3.36546 0.1862 -0.0978 -0.0079
H -4.64912 -5.52200 1.85109 0.1962 -0.0107 -0.2400
H -3.70041 -9.84054 0.61566 -0.1471 0.0678 0.0792
O 1.90215 1.30762 6.77004 0.2263 -3.2963 0.8500
C 1.61618 2.37339 6.47263 0.3246 2.9637 -1.1242
O 2.43466 3.42113 6.96485 -0.9625 -0.4458 0.1162
F 2.95732 4.08726 5.86000 0.0954 0.5042 -0.1401
O 0.54215 2.72414 5.64204 1.1314 -0.2515 1.3620
C -0.64188 2.75303 6.32715 -0.7030 1.3300 -0.9524
F -0.72651 1.90265 7.32092 0.0302 -0.4923 0.2535
F -0.87398 3.97583 6.79933 0.2017 0.1716 0.4170
F -1.59669 2.52725 5.43097 -0.1097 -0.4649 0.0911
```
Positions in Å, forces in eV/Å.

Computed properties:
- LUMO energy (eV) = -0.5
- orbital gap (eV) = 11.130
- largest force on an atom (eV/A) = 3.4
- E (a.u.) = -6036.751896
- HOMO energy (eV) = -11.61
- SMILES = FC(F)C(F)(F)COC(F)(F)C(F)F.FC(F)C(F)(F)COC(F)(F)C(F)F.FC(F)C(F)(F)COC(F)(F)C(F)F.FC(F)C(F)(F)COC(F)(F)C(F)F.FC(F)C(F)(F)COC(F)(F)C(F)F.O=C(OF)OC(F)(F)F